[1]
Here is a structure of composition C41H83N3O2S in a non-equilibrium geometry from the Open Molecules 2025 dataset. Energies are from ωB97M-V/def2-TZVPD.

Structure (ORCA input):
```
! RIJCOSX wB97M-V def2-TZVPD def2/J DEFGRID3
* xyz 0 1
S -1.54931 1.33659 0.35308
O 0.38114 -1.82537 -6.19012
O 0.69942 -0.00932 -7.39388
N -2.08411 1.71534 -1.09360
N -0.37858 0.28511 -0.01403
N -2.46934 1.88498 -4.05065
C 2.46461 -0.94607 4.42069
C 2.37767 -8.67258 -4.72244
C 1.90020 -7.35121 -5.32791
C -3.86494 1.68796 -3.64534
C -6.69687 7.02876 4.34377
C 0.67105 7.35596 1.87498
C 3.31067 -4.05227 -2.73769
C -1.82798 5.76595 0.93315
C 5.92483 -4.44070 -1.07083
C -1.32903 5.08009 -0.33510
C 0.53140 -1.50493 2.84867
C 1.82779 -8.97780 -3.33006
C -3.59446 7.12493 4.72062
C 2.71879 -2.82206 6.92033
C -1.36342 1.00935 -1.98308
C -5.96894 6.79577 5.66462
C 0.13249 -0.51905 -6.48601
C -4.63614 7.53611 5.76190
C 2.23818 -7.94547 -2.28515
C -4.50931 0.55299 -4.42538
C -0.28068 7.81784 0.77256
C -1.51599 1.04854 -3.40388
C 3.93728 -2.99156 -1.83756
C 5.45273 -3.12838 -1.70217
C -0.39926 0.19783 -1.34869
C 0.25159 7.81242 3.26952
C 0.95440 -0.91733 4.19392
C -1.70940 7.28790 0.89669
C 0.44127 -0.62543 -2.14053
C 3.08729 -2.34142 4.44133
C 5.74434 -3.67793 1.35868
C 2.51460 -3.29792 5.48483
C 0.38425 -7.20857 -5.45137
C 0.27230 -0.58657 -3.49442
C -0.69174 0.23051 -4.15088
C -3.23469 5.64005 4.71998
C -0.25226 -8.25055 -6.36680
C 5.35411 -4.72218 0.31786
C -0.87002 0.25338 -5.66680
C -5.90773 0.26039 -3.90386
C -2.60900 5.16652 6.02880
H 2.99994 -4.27015 5.36445
H -0.54898 -1.42325 2.72026
H 0.13484 7.52914 -0.19704
H -1.88655 -0.07314 -5.87673
H 3.71451 -2.00450 -2.25386
H 0.73763 -9.05633 -3.35978
H -5.81855 5.72348 5.81625
H 2.34802 -7.24357 -6.32071
H -1.32784 -8.08687 -6.44808
H 2.21043 -1.87517 7.10786
H 0.90225 -1.23119 -4.08391
H -2.52673 5.45834 3.90642
H -4.11764 5.03542 4.49485
H -6.89020 8.09222 4.18898
H 3.32614 -7.87576 -2.21497
H -2.68507 7.71024 4.89107
H -3.94626 7.40337 3.72252
H 5.71258 -5.70074 0.64823
H -2.29704 7.67095 0.05625
H -0.79581 1.28088 -5.98786
H 5.83155 -2.28357 -1.12066
H -0.26544 5.26333 -0.50074
H 5.33371 -3.94618 2.33350
H 1.85593 -8.21823 -1.30035
H 7.01758 -4.42327 -1.01382
H 2.28607 -6.51706 -4.73426
H 2.98522 -2.79298 3.45003
H 0.18661 8.90139 3.31886
H -4.22519 7.39468 6.76543
H 0.16357 -6.21251 -5.84540
H -0.71858 7.40089 3.55367
H 5.90856 -3.03744 -2.69296
H 0.79206 -2.56207 2.77048
H -2.88100 5.50757 1.07912
H -6.31829 -0.65148 -4.32832
H 3.47107 -8.65509 -4.67622
H -4.81883 8.61078 5.66307
H 5.67466 -5.27626 -1.73108
H 0.62101 0.12291 4.24460
H -4.40540 2.59369 -3.91614
H 2.69297 -0.42738 5.35641
H -2.19913 2.85753 -4.01464
H -0.10288 -9.26346 -5.99052
H 1.66695 7.75151 1.65898
H -3.29480 5.28046 6.86952
H -1.87765 5.43484 -1.21084
H -6.12004 6.66147 3.49355
H 1.18648 -1.26324 -1.69661
H 2.95153 -0.36485 3.63112
H -1.70094 5.73114 6.25099
H 3.73932 -4.01325 -3.74131
H 1.00409 -0.97436 2.02199
H -7.65670 6.51036 4.33626
H -0.08237 -7.25493 -4.46336
H 3.46379 -3.02131 -0.85170
H 4.16366 -2.23432 4.61170
H 3.45994 -5.05729 -2.34060
H -5.89542 0.15329 -2.82039
H 6.82945 -3.60786 1.45713
H 0.43721 -1.44272 5.00171
H -1.29281 5.36772 1.80016
H 1.84853 -6.95546 -2.52695
H 0.17166 -8.19495 -7.37140
H 0.97726 7.48630 4.01617
H 2.12078 -9.49743 -5.39302
H -3.88015 -0.33459 -4.38354
H 5.36013 -2.68971 1.10123
H -3.98612 1.54963 -2.57267
H 3.78042 -2.68677 7.13692
H 2.32339 -3.55198 7.62814
H 2.19530 -9.95993 -3.02142
H -0.31626 8.91185 0.76875
H -1.47138 4.00107 -0.26784
H -6.58915 1.07272 -4.14630
H -0.45714 -2.26072 -5.98635
H -2.17420 7.69970 1.79786
H 2.23373 -3.89171 -2.82618
H -2.33969 4.11109 5.96692
H -4.61068 0.88913 -5.45479
H 1.44956 -3.46513 5.30191
H 4.26426 -4.79851 0.26816
H -6.61014 7.13222 6.48348
H 0.76746 6.26680 1.86055
*
```

Output
M = 682.2 g/mol
HOMO level = -9.0 eV
LUMO = -0.74 eV
Kohn-Sham gap = 8.25 eV
energy relative to the best compared isomer or geometry (same formula, charge and spin) = 3.6 kcal/mol



[2]
Here is a cluster of 19 separate species, C41H88F24N11O35S8 in total in a non-equilibrium geometry from the Open Molecules 2025 dataset. Energies are from ωB97M-V/def2-TZVPD.

Structure (ORCA input):
```
! RIJCOSX wB97M-V def2-TZVPD def2/J DEFGRID3
* xyz 3 1
S -3.12350 -3.80408 -0.87702
S 0.03564 -0.83503 -5.33112
S 2.34690 -0.92000 3.53975
S -2.53444 4.47518 -2.70840
S 5.18523 3.71938 -2.20739
S -0.67811 -4.14328 4.38872
S 4.31493 -3.80190 0.02036
S -4.90099 0.88432 -0.12058
F 4.45612 -5.86492 1.83755
F 1.99085 -2.34299 -6.62926
F -0.10839 -4.43507 6.81922
F 2.43992 1.53240 4.51247
F -3.85823 -5.90284 0.43463
F -2.19468 6.70964 -3.91548
F 1.36125 -0.46559 -7.53612
F 5.56303 6.08946 -3.30491
F 5.77194 -4.15210 2.22410
F -0.42857 5.46474 -3.84214
F -5.89972 -1.48026 0.76078
F 4.21677 0.92078 3.46925
F -3.59451 -6.23196 -1.71454
F 6.23280 -5.51803 0.61796
F -1.03924 6.69587 -2.09574
F 2.60218 -0.41027 -5.83163
F -1.81535 -5.66668 6.16521
F 7.27288 5.36094 -2.20977
F 3.74058 0.03618 5.39694
F -7.19865 0.27865 0.85144
F -6.78178 -0.59173 -1.11263
F -2.11076 -3.58306 6.45012
F 6.73328 4.51095 -4.15630
F -5.33532 -5.06261 -1.05001
O -3.59256 4.79981 -1.77777
O 4.17891 4.47826 -1.36329
O -1.74988 -4.08250 -0.40476
O 3.07828 -4.59717 -0.18484
O 3.21696 -4.40953 7.74978
O 0.02584 -4.04312 -2.88391
O -3.57776 -1.98501 -6.16763
O 2.99114 -2.11743 3.81634
O 6.04088 -2.38898 -4.78035
O -1.59447 3.59600 -2.16915
O 1.09979 -0.61905 4.47094
O -3.20216 -3.37835 -2.26991
O 6.12536 2.96917 -1.36122
O -6.24688 3.29593 -4.22847
O -5.47203 -2.22814 4.29536
O -0.70953 -0.99744 1.03130
O -0.82650 -2.03504 -5.61206
O -5.68970 2.11307 0.04538
O 6.99775 5.29812 3.20920
O -0.12750 -2.86003 4.64891
O -0.60534 0.34532 -5.83203
O -2.50646 2.49968 5.22486
O 0.49930 -0.86096 -3.96158
O 4.53587 3.03359 -3.34748
O 1.81357 -0.72167 2.24327
O 0.28891 -5.17445 4.23631
O -1.71823 -4.18930 3.41074
O -3.82255 -2.89233 -0.02576
O 1.08544 1.90536 -1.14534
O -3.16791 4.03101 -3.95979
O 4.26216 -2.56940 0.79509
O 5.10493 -3.70581 -1.13707
O -4.04520 0.59199 1.00780
O -1.19255 4.20520 1.91120
O -4.34282 0.61884 -1.42947
N -1.62552 -4.40197 -4.42163
N -3.03648 2.77711 2.52450
N 0.35903 -2.08416 -0.68325
N 2.76262 -4.41656 5.47605
N -3.73563 -2.46634 2.76353
N 8.42626 6.28941 1.69954
N -3.13729 0.25034 -6.75050
N -6.13421 3.90571 -1.98823
N 1.49191 4.14931 -1.75293
N 6.67807 -1.99467 -2.59324
N -2.28105 2.04543 7.39676
C -3.15323 -1.26096 3.30322
C 8.15892 5.22250 0.62378
C 1.63181 -1.05752 -6.41933
C 1.69434 -1.57614 -1.13277
C -1.50290 3.34298 7.51923
C -1.56636 3.14166 2.29855
C -1.47456 5.94705 -3.09236
C 6.19158 4.99884 -2.99516
C -0.49379 -4.91758 -3.49524
C 6.67586 -2.86518 -3.90571
C 3.21536 0.48954 4.27478
C -0.05795 -6.31706 -3.46342
C -2.86496 1.84657 6.23204
C 3.88149 -4.83337 4.55531
C 6.92323 7.71623 3.13123
C -6.25495 4.26883 -3.53895
C -6.31068 -0.36998 0.13996
C 7.35191 6.33621 2.77311
C -5.15005 -2.90332 3.35753
C -0.55208 -1.01929 -0.14560
C -3.96903 3.95941 2.29353
C -2.06145 -5.28074 -5.59791
C 5.22418 -4.94808 1.26993
C -3.44044 -0.38074 -4.33903
C -6.08883 5.72425 -3.80966
C -0.55302 1.95294 2.57716
C -3.48060 -0.91041 -5.73173
C 1.28048 2.64315 -2.06118
C -4.06913 -5.35147 -0.78222
C 7.41994 -4.12389 -3.74547
C -1.21643 -0.16212 -1.14437
C -6.91350 4.72214 -1.00194
C -4.04153 0.87383 6.17225
C -5.77302 -4.07336 2.63955
C 0.95094 4.48032 -0.30819
C -1.26638 -4.48938 5.99422
C 2.81171 -5.06936 6.85437
C -3.69285 1.62302 -6.33606
C 1.60677 2.35845 -3.48246
C 2.37274 -6.50230 6.87164
C 5.74160 -0.79192 -2.59500
H -6.24373 5.24436 -0.39330
H 1.54424 -0.68537 -1.68636
H 2.56143 4.30536 -1.66382
H 7.79389 8.31714 3.49525
H -3.04540 2.45189 3.48471
H -2.21227 -1.20762 2.81785
H 1.19838 4.77660 -2.50320
H 7.80357 -4.44812 -4.70728
H -3.79237 0.03524 5.52777
H -0.53331 3.20905 7.04472
H -4.08695 4.35648 3.30672
H -5.04061 3.94389 -1.84016
H -5.30919 6.20105 -3.12547
H -2.68311 1.67570 8.24073
H 6.15444 -2.54453 -1.86799
H -3.72900 -2.46865 1.71651
H -6.27065 2.90290 -1.74938
H 6.63532 -4.79203 -3.46075
H 2.71141 2.16967 -3.46487
H 1.25944 5.47814 -0.04055
H -6.12618 -3.82569 1.60760
H 2.12606 -6.75943 7.91064
H -7.45233 3.99507 -0.39960
H -4.17004 0.47258 7.21141
H 8.87107 5.50912 -0.10576
H 0.38386 -6.58964 -4.45830
H 5.00244 -0.99880 -3.37809
H -7.65217 5.34427 -1.51029
H -2.33575 -4.18813 -3.75806
H -3.08678 -1.18962 -3.69432
H 1.40538 3.15087 -4.19945
H 2.39707 -1.43806 -0.35308
H 4.71002 -4.19097 4.79752
H 6.26788 7.63343 3.94737
H -2.74384 0.44925 -4.04261
H 3.48007 -4.60262 3.61740
H -4.86629 3.60412 1.80733
H 1.11675 1.40897 -3.83793
H -0.08073 4.33831 -0.30648
H -2.07090 4.10533 7.00614
H -6.47579 -4.52648 3.32155
H -4.77483 1.62863 -6.58001
H -1.24274 0.87188 -0.83338
H 1.50849 -6.79530 6.26860
H -3.48870 1.79436 -5.29365
H -2.13352 0.36273 -6.77969
H -0.00689 -2.52741 -1.49890
H -0.94441 -6.97128 -3.26834
H 8.60179 7.18991 1.15466
H 1.84667 -4.66717 4.96224
H 8.35576 4.22718 1.08271
H 6.34109 0.07632 -2.84493
H -2.03016 -6.38000 -5.38182
H -3.19699 2.38761 -6.97921
H -2.80441 -1.28399 4.33273
H -5.90118 5.94775 -4.83770
H -3.13406 -5.05242 -5.74586
H -0.68360 -0.17311 -2.11251
H -4.37741 -0.03852 -3.96383
H 0.33470 -1.23977 4.24555
H 7.54531 -1.82752 -2.16098
H 2.14522 -2.40936 -1.68866
H 9.26851 5.96712 2.25277
H -0.16844 1.32088 1.70472
H 2.81775 -3.39248 5.49215
H 0.61183 -6.39491 -2.63596
H -3.81104 -0.42330 3.18340
H -3.08744 -3.22450 3.00497
H -1.01739 1.28362 3.21875
H 6.51102 8.34247 2.33809
H -3.32545 2.02926 1.86036
H 0.50200 -2.83845 0.05993
H -6.97820 6.36921 -3.55006
H 7.10135 5.35805 0.25591
H 5.27069 -0.81636 -1.57569
H -1.56440 -5.05151 -6.54997
H 1.48694 3.85835 0.41753
H -4.89562 -4.69213 2.52898
H 0.30125 2.42601 3.11699
H 3.21033 -7.06927 6.43090
H 4.02891 -5.90844 4.53148
H -3.49858 -0.17793 -7.60862
H -4.90445 1.41323 5.83551
H -1.36090 3.57553 8.59564
H 8.25371 -4.06840 -3.05611
H -2.18548 -0.61562 -1.35806
H -1.34291 -3.56116 -4.94401
H -3.36943 4.65804 1.73097
*
```

Output
M = 2007.7 g/mol
HOMO level = -14.6 eV
LUMO = -5.55 eV
Kohn-Sham gap = 9.01 eV



[3]
Here is a cluster of 4 separate species, C41H89NO12P4S2 in total in a non-equilibrium geometry from the Open Molecules 2025 dataset. Energies are from ωB97M-V/def2-TZVPD.

Structure (ORCA input):
```
! RIJCOSX wB97M-V def2-TZVPD def2/J DEFGRID3
* xyz 0 1
S -1.93320 -0.54308 0.57075
S -3.94973 1.55420 -0.18078
P 2.73324 -1.25620 -10.06186
P -5.97228 0.00823 3.89043
P -5.88108 -6.42036 2.13711
P 5.99733 5.09974 5.45414
O 4.06485 -1.72544 -9.13079
O -4.23611 -6.39095 2.13981
O 1.46251 -1.01490 -10.85173
O -6.07758 -7.74356 1.42438
O -5.82681 -4.87749 2.83130
O 5.99968 6.73668 5.02836
O 6.14137 4.74111 3.85226
O 2.97878 0.28534 -9.53374
O 3.76422 -1.22925 -11.35882
O -6.11133 -7.00172 3.67182
O 5.86917 3.68495 5.98230
O 7.60709 5.28121 5.80178
N -1.04735 1.68919 -0.56930
C -6.30658 -9.35950 4.12739
C -0.09110 -4.79267 -5.19919
C 2.63694 0.31505 -7.13603
C -1.19640 2.14536 -1.97208
C 8.96316 3.44160 6.56544
C -0.99566 1.24421 -4.44801
C -7.06905 -4.27097 3.21408
C 8.16493 4.66726 6.96203
C 5.98491 7.68710 6.10562
C -0.38686 -2.14207 -5.35369
C 1.21448 1.95772 2.07105
C 1.14894 2.08490 4.63135
C 5.73884 -3.20942 -10.06728
C 4.97614 4.33039 3.14794
C -0.49863 -3.45106 -4.42866
C -0.64598 2.78377 0.35429
C 2.14449 0.78006 -8.49361
C -4.80585 1.10037 4.90668
C 3.02598 -0.59529 -13.56311
C 4.14430 5.52806 2.72857
C -0.45532 0.86580 8.07953
C 4.47761 -3.09770 -9.23439
C -1.28267 0.89291 -2.93560
C -7.04420 -8.05377 3.90870
C -4.39562 -0.15127 7.34648
C -3.56307 -6.10447 0.92106
C -6.16607 0.64092 2.12342
C -4.37636 2.48691 1.35611
C -4.59097 0.42667 6.29930
C -5.82234 2.18246 1.92587
C -3.53327 -4.61039 0.66185
C 3.34287 -1.74006 -12.62194
C -2.20755 0.95452 -0.09365
C 0.02161 1.91633 5.73069
C 0.60825 2.77837 3.27968
C -1.58462 0.23186 -5.51728
C -7.23870 -4.31877 4.71919
C 7.35404 8.31399 6.27692
C 0.68467 1.35688 7.07257
C 0.92572 2.58790 0.64188
C -1.71095 -1.27505 -5.05703
H -1.33949 0.40386 7.54138
H -0.86368 0.23628 -6.40072
H 2.06903 0.79102 -6.33292
H -0.75875 1.14437 5.43407
H 2.06220 2.64034 4.99938
H -5.29898 -1.26564 3.83383
H -3.14259 -4.07143 1.52741
H -7.00833 -10.17880 4.29951
H 0.10322 1.40953 -4.67195
H 2.49429 -2.41806 -12.51332
H -2.55903 0.63221 -5.94345
H 2.53153 -0.76879 -7.03675
H -1.48686 2.25560 -4.64235
H 3.73126 6.03774 3.60336
H -0.39741 -2.43878 -6.45143
H 7.29316 9.21543 6.88982
H -3.61301 2.36467 2.18279
H 2.18010 1.87045 -8.54344
H -1.25311 2.84729 1.29784
H -3.79946 1.23206 4.40502
H -8.02280 -3.63137 5.04242
H 1.35779 0.47136 6.86408
H -7.26712 0.52234 1.86581
H -5.86922 2.67774 2.94935
H -0.51906 2.77546 3.32435
H 0.85932 0.88688 2.13651
H 6.45151 -2.42412 -9.80767
H 3.67466 -3.71690 -9.64462
H 1.10619 0.47410 -8.65737
H -0.22993 2.69094 -2.23333
H 3.31556 5.21924 2.08698
H -5.33358 2.07595 5.10453
H 1.26419 2.17453 7.59827
H 8.34469 2.71805 6.03102
H -0.79565 1.71827 8.74042
H 0.08133 -3.27833 -3.48015
H -2.54493 -6.48691 1.02018
H -4.54280 -4.23294 0.47779
H 9.77645 3.71932 5.89099
H 3.91018 0.02812 -13.71486
H 2.24964 0.05429 -13.15450
H 8.83239 5.39613 7.43175
H -0.31509 -4.64974 -6.29997
H 0.98838 -5.03537 -5.00077
H -7.76906 -8.13254 3.09628
H 9.38847 2.95288 7.44490
H -0.51229 0.11874 -2.61538
H -7.60435 -7.79979 4.81376
H 5.31076 3.78738 2.26138
H -5.64134 -9.28052 4.99035
H 7.39200 4.42444 7.69360
H -5.68043 -9.61280 3.26982
H 4.67935 -3.44629 -8.21833
H 0.93576 3.86123 3.28594
H -2.91505 -4.37911 -0.20857
H -7.02709 -3.22920 2.88455
H 2.34036 1.92634 2.21506
H 1.32826 1.84116 -0.11400
H 8.03942 7.62554 6.77076
H -7.52097 -5.31881 5.04827
H -2.02567 2.89688 -2.12928
H -6.30587 -4.06700 5.22774
H 6.20974 -4.18447 -9.92784
H 7.79493 8.56422 5.30998
H -7.91116 -4.74723 2.70364
H -2.30301 0.41941 -2.86404
H 4.75611 6.25631 2.19238
H 4.38452 3.63910 3.75700
H -0.06845 0.06267 8.78633
H -3.90495 -0.44453 8.30701
H 5.51668 -3.09962 -11.12852
H -2.50329 -1.74560 -5.72911
H -5.62212 -0.05029 1.41063
H -2.07713 -1.43505 -4.00658
H 5.26064 8.46040 5.83711
H 1.49343 1.03879 4.35760
H -6.66135 2.63331 1.31757
H -0.43623 2.91436 5.98382
H -0.71648 3.80143 -0.15563
H 4.17037 -2.32646 -13.03278
H 1.51599 3.54032 0.47300
H -4.03497 -6.63086 0.08538
H -4.36695 3.58959 1.07669
H 5.64316 7.21986 7.03371
H -0.75556 -5.63443 -4.83176
H 3.69601 0.54786 -7.00813
H -1.59979 -3.55915 -4.17555
H 2.69071 -0.97015 -14.53280
H 0.52786 -1.52134 -5.13879
*
```

Output
M = 976.2 g/mol
HOMO level = -8.4 eV
LUMO = -1.28 eV
Kohn-Sham gap = 7.09 eV



Which formula does entry 3 have?
C41H89NO12P4S2



Which of these has the highest M?
C41H88F24N11O35S8



Which formula does entry 1 have?
C41H83N3O2S